Record 1
Formula: C2H4OP2
Source: the Open Molecules 2025 dataset
Level of theory: the ωB97M-V functional and the def2-TZVPD basis

Computed properties:
Kohn-Sham gap (spin up / spin down), eV: 6.43 / 7.41
HOMO energy (spin up / spin down), eV: -8.006 / -8.693

Geometry as XYZ:
```
9
Properties=species:S:1:pos:R:3:forces:R:3
C -0.645 1.065 -0.540 -0.044 -1.395 0.277
C 0.974 -0.147 0.888 0.063 0.214 -0.168
O 1.994 2.139 -0.594 0.790 0.775 -0.116
P -0.363 1.060 1.164 -0.502 -0.235 -0.210
P 1.208 0.904 -0.690 -0.639 -0.927 -0.020
H -1.258 -0.827 -1.086 0.459 1.297 0.269
H -1.327 1.652 -1.126 -0.126 0.165 -0.052
H 1.769 -0.210 1.624 0.040 0.124 -0.061
H 0.635 -1.123 0.545 -0.042 -0.018 0.080
```
Positions in Å, forces in eV/Å.


Record 2
Formula: C3H4Cl4Si
Source: the Open Molecules 2025 dataset
Level of theory: the ωB97M-V functional and the def2-TZVPD basis

Computed properties:
SMILES: ClC/C(Cl)=C(\Cl)[SiH2]Cl
Kohn-Sham gap, eV: 9.70
HOMO energy, eV: -9.638

Geometry as XYZ:
```
12
Properties=species:S:1:pos:R:3:forces:R:3
C -1.228 1.448 -0.937 -3.794 -1.333 0.978
C -0.648 0.223 -0.318 0.894 -1.398 0.616
C 0.570 0.129 0.265 -1.916 -0.293 0.230
Si 1.307 -1.394 1.116 -0.065 -0.043 1.428
Cl -1.438 -1.307 -0.469 -0.498 -0.004 -0.061
Cl -2.712 1.184 -2.032 1.093 -0.220 0.386
Cl 1.417 1.577 0.558 0.626 0.963 -0.012
Cl 1.840 -2.741 -0.273 0.330 -0.612 -0.736
H -1.731 2.151 -0.264 1.171 -0.014 0.165
H -0.469 1.751 -1.533 2.011 2.033 -1.854
H 2.527 -0.733 1.681 -0.316 -0.491 0.032
H 0.564 -2.289 2.207 0.466 1.413 -1.174
```
Positions in Å, forces in eV/Å.


Record 3
Formula: C41H44BrF6IMnN3S2SbSi
Source: the Open Molecules 2025 dataset
Level of theory: the ωB97M-V functional and the def2-TZVPD basis

Computed properties:
2S+1: 3
Kohn-Sham gap (spin up / spin down), eV: 4.25 / 5.30
Expectation value of S²: 2.083
HOMO energy (spin up / spin down), eV: -14.670 / -14.675
Charge: +3

Geometry as XYZ:
```
101
Properties=species:S:1:pos:R:3:forces:R:3
Mn -0.861 0.177 -0.515 -1.075 1.385 -1.448
S -2.577 -3.486 5.256 -0.023 -0.059 -0.133
C -2.243 -2.650 6.693 -0.027 0.001 0.121
C -1.727 -1.410 6.461 0.055 0.043 0.016
C -1.604 -1.138 5.081 0.048 0.212 -0.079
C -2.025 -2.174 4.283 -0.021 -0.128 0.133
C -2.021 -2.256 2.825 -0.098 -0.180 -0.036
C -1.616 -1.156 2.064 0.017 0.223 -0.124
N -1.557 -1.162 0.730 -0.260 -0.638 -0.008
C -1.834 -2.324 0.067 0.036 0.155 0.214
C -2.326 -3.450 0.732 -0.016 -0.085 -0.017
C -2.678 -4.604 -0.053 -0.044 -0.053 0.069
C -2.512 -4.609 -1.392 0.022 -0.029 -0.044
C -1.938 -3.478 -2.076 -0.081 -0.066 -0.014
C -1.739 -3.421 -3.460 0.065 0.077 -0.156
C -1.200 -2.285 -4.053 -0.005 -0.197 0.109
C -0.812 -1.237 -3.191 0.038 0.175 0.110
N -0.962 -1.281 -1.878 -0.288 -0.465 0.052
C -1.575 -2.366 -1.322 0.134 0.048 -0.174
C -1.020 -2.134 -5.484 -0.069 -0.133 -0.229
C -0.513 -1.057 -6.173 0.142 0.203 0.155
C -0.514 -1.240 -7.570 0.055 0.111 0.015
C -1.025 -2.453 -7.928 -0.002 -0.003 -0.198
S -1.501 -3.373 -6.589 -0.060 -0.086 0.170
C -2.421 -3.393 2.123 -0.023 0.072 0.178
H -2.455 -3.106 7.649 0.018 -0.016 -0.066
H -1.444 -0.729 7.251 -0.041 0.002 -0.059
H -1.229 -0.191 4.705 0.001 -0.082 0.040
H -1.351 -0.232 2.559 0.017 0.014 -0.046
H -3.088 -5.466 0.459 0.024 0.030 -0.039
H -2.795 -5.475 -1.977 0.008 0.024 0.020
H -2.027 -4.270 -4.068 -0.008 -0.002 0.007
H -0.376 -0.344 -3.604 -0.090 0.034 0.037
H -0.137 -0.157 -5.700 -0.041 -0.074 -0.066
H -0.152 -0.513 -8.283 -0.015 -0.032 0.050
H -1.140 -2.844 -8.928 -0.005 -0.028 0.080
H -2.797 -4.257 2.660 0.026 0.006 -0.028
C -2.391 5.107 3.201 -0.019 0.046 -0.061
C -2.013 3.928 2.365 0.005 -0.033 0.027
C -0.809 3.891 1.658 -0.078 0.128 0.124
C -0.477 2.785 0.915 0.220 -0.097 -0.146
N -1.269 1.701 0.815 0.134 -0.079 -0.064
C -2.453 1.744 1.462 0.005 0.088 0.002
C -2.841 2.809 2.238 0.000 0.107 0.072
H -1.559 5.409 3.839 -0.030 -0.020 -0.004
H -3.264 4.907 3.818 0.031 -0.016 -0.002
H -2.622 5.962 2.558 0.015 -0.052 0.005
H -0.127 4.732 1.691 0.013 -0.040 -0.011
H 0.451 2.759 0.360 -0.101 0.009 -0.091
H -3.119 0.902 1.342 0.023 -0.084 -0.016
H -3.797 2.769 2.745 0.023 0.008 -0.038
F 0.227 1.204 -1.717 -0.181 -0.260 0.142
Sb 1.921 1.585 -3.068 -0.010 -0.167 0.301
F 2.912 0.771 -1.670 0.045 0.187 0.121
F 1.831 3.158 -2.080 -0.015 0.155 0.042
F 3.356 2.080 -4.103 0.001 0.009 -0.086
F 0.500 2.008 -4.186 -0.065 0.225 -0.140
F 1.740 -0.178 -3.673 0.023 -0.092 0.014
C 1.278 -0.676 0.205 0.270 0.033 0.239
Si 2.789 -0.524 1.330 -0.162 -0.084 0.398
C 3.671 1.063 1.789 -0.024 0.024 -0.319
C 3.212 1.349 3.239 -0.146 -0.222 0.087
C 5.199 0.878 1.747 0.084 -0.060 0.033
C 3.290 2.252 0.899 -0.023 0.040 0.022
C 3.017 -2.151 2.225 0.333 -0.113 -0.298
C 4.495 -2.464 2.513 0.009 -0.009 0.084
C 2.400 -3.316 1.429 0.003 -0.019 0.004
C 2.241 -1.992 3.555 -0.072 0.193 -0.025
H 0.854 -1.650 0.414 -0.162 0.009 0.065
H 1.638 -0.661 -0.823 0.082 0.061 -0.052
H 0.583 0.181 0.399 1.237 -0.004 0.698
H 3.494 0.562 3.940 0.032 0.102 -0.033
H 2.129 1.515 3.316 0.076 0.019 0.008
H 3.709 2.268 3.559 -0.016 -0.002 -0.005
H 5.560 0.145 2.466 -0.002 0.070 -0.027
H 5.655 1.839 2.003 -0.012 -0.028 -0.024
H 5.558 0.599 0.754 -0.026 0.046 0.044
H 2.231 2.274 0.642 0.097 0.007 0.017
H 3.859 2.259 -0.025 -0.017 -0.042 -0.090
H 3.524 3.174 1.438 -0.011 -0.039 -0.016
H 5.065 -2.645 1.599 -0.033 0.021 0.041
H 4.544 -3.371 3.120 0.007 0.018 -0.041
H 4.989 -1.673 3.077 -0.038 -0.069 0.018
H 2.775 -3.383 0.404 -0.026 -0.007 0.054
H 1.307 -3.273 1.410 0.070 -0.060 0.003
H 2.671 -4.247 1.932 -0.022 0.019 -0.014
H 2.734 -1.308 4.246 -0.056 -0.089 -0.011
H 2.202 -2.975 4.033 -0.030 0.017 -0.029
H 1.202 -1.660 3.414 0.032 -0.058 0.036
Br -3.347 1.107 -5.314 0.018 0.083 -0.013
C -2.568 2.599 -4.465 -0.033 -0.250 0.094
C -2.160 3.677 -5.233 0.030 0.093 -0.095
C -1.546 4.767 -4.635 0.005 -0.009 0.015
C -1.340 4.798 -3.262 0.050 0.022 -0.010
C -1.773 3.744 -2.477 -0.012 0.005 0.106
C -2.374 2.656 -3.089 -0.031 -0.116 0.015
I -3.110 1.090 -1.883 0.105 -0.046 0.208
H -2.326 3.658 -6.302 0.018 -0.007 0.034
H -1.231 5.601 -5.249 0.003 -0.022 0.007
H -0.847 5.642 -2.799 -0.060 0.006 -0.023
H -1.654 3.779 -1.402 0.002 -0.015 -0.012
```
Positions in Å, forces in eV/Å.


Record 4
Formula: C4H8S
Source: the Open Molecules 2025 dataset
Level of theory: the ωB97M-V functional and the def2-TZVPD basis

Computed properties:
SMILES: CSC1CC1
Kohn-Sham gap, eV: 9.08
HOMO energy, eV: -7.997

Geometry as XYZ:
```
13
Properties=species:S:1:pos:R:3:forces:R:3
C -1.482 -1.790 0.339 -1.892 0.668 -1.567
C 0.277 0.243 0.095 2.512 0.504 0.582
C 1.391 0.915 -0.758 -0.403 -1.796 -1.397
C 0.702 1.756 0.175 -3.439 -1.218 -0.196
H -0.670 -2.432 0.389 2.120 -0.643 0.115
H -2.209 -2.434 -0.195 -0.164 0.758 0.512
H -1.800 -1.458 1.296 -0.460 -0.291 0.919
H 0.656 -0.506 0.823 -0.344 0.920 -0.389
H 1.028 0.990 -1.802 1.076 0.018 0.496
H 2.421 0.642 -0.509 -0.391 -0.017 -0.560
H 1.149 2.121 1.047 0.392 0.658 1.019
H -0.193 2.211 -0.266 0.732 0.948 0.533
S -1.269 -0.257 -0.633 0.260 -0.511 -0.067
```
Positions in Å, forces in eV/Å.


Max |F|
In order: 1.42; 4.14; 2.27; 3.65
Unit: eV/Å